Entry 1:
A single C5H6O2 molecule in a non-equilibrium geometry. Source: OMol25; level of theory: ωB97M-V with the def2-TZVPD basis set.

Positions of all 13 atoms, in Å:
C (-2.221, 0.819, -0.084)
C (-2.088, -0.871, 0.149)
C (-0.967, 0.025, 0.005)
C (-0.139, 0.503, 1.274)
C (-0.036, -0.254, -1.216)
O (-2.738, 1.924, -0.201)
O (-2.494, -1.991, 0.170)
H (0.671, -0.206, 1.406)
H (-0.650, 0.497, 2.151)
H (0.091, 1.597, 1.186)
H (-0.357, 0.214, -2.156)
H (-0.092, -1.260, -1.540)
H (0.998, 0.082, -0.922)

* SMILES: CC1(C)C(=O)C1=O
* ΔE to the lowest compared entry with this formula, charge and spin: 86.9 kcal/mol
* orbital gap: 7.821 eV
* E_HOMO: -8.260 eV
* DFT total energy: -9373.3285 eV
* lowest unoccupied orbital energy: -0.01616 Eh

=====

Entry 2:
A molecular structure, C5H6O2 in a non-equilibrium geometry. Source: OMol25; level of theory: ωB97M-V with the def2-TZVPD basis set.

Positions of all 13 atoms, in Å:
O (2.628, 1.299, -0.194)
C (2.253, -0.050, -0.364)
C (0.785, -0.243, -0.333)
C (-0.392, -0.363, -0.048)
C (-1.680, -0.104, 0.822)
C (-2.325, -0.372, -0.472)
O (-2.790, 0.498, -1.163)
H (2.161, 1.634, 0.578)
H (2.691, -0.682, 0.423)
H (2.674, -0.371, -1.312)
H (-1.737, 0.955, 1.122)
H (-2.015, -0.754, 1.669)
H (-2.253, -1.447, -0.729)

* ΔE to the lowest compared entry with this formula, charge and spin: 88.6 kcal/mol
* orbital gap: 10.172 eV
* E_HOMO: -9.626 eV
* DFT total energy: -9373.2522 eV
* lowest unoccupied orbital energy: 0.02005 Eh

=====

Entry 3:
A single C5H6O2 molecule. Source: OMol25; level of theory: ωB97M-V with the def2-TZVPD basis set.

Positions of all 13 atoms, in Å:
C (-1.374, 1.033, 0.205)
C (-0.602, -0.264, 0.342)
O (-1.391, -1.321, -0.148)
C (0.704, -0.242, -0.435)
O (1.279, -1.392, -0.691)
C (1.561, 0.925, -0.642)
C (2.295, -0.100, -0.225)
H (-2.336, 0.939, 0.715)
H (-1.554, 1.254, -0.850)
H (-0.809, 1.861, 0.641)
H (-0.331, -0.433, 1.400)
H (-0.827, -2.108, -0.189)
H (3.035, -0.496, 0.458)

* ΔE to the lowest compared entry with this formula, charge and spin: 122.8 kcal/mol
* orbital gap: 10.085 eV
* E_HOMO: -9.601 eV
* DFT total energy: -9371.7695 eV
* lowest unoccupied orbital energy: 0.01782 Eh

=====

Entry 4:
A single C5H6O2 molecule. Source: OMol25; level of theory: ωB97M-V with the def2-TZVPD basis set.

Positions of all 13 atoms, in Å:
O (2.155, 1.916, -1.182)
C (1.679, 1.125, -0.404)
C (1.020, -0.132, -0.872)
O (0.882, -1.191, 0.063)
C (-1.902, -0.797, 1.590)
C (-1.092, 0.104, 0.749)
C (-0.302, -0.548, -0.364)
H (1.698, 1.291, 0.692)
H (1.307, -0.435, -1.879)
H (-2.078, -1.703, 0.961)
H (-1.961, 0.672, 0.340)
H (-0.526, 0.838, 1.332)
H (-0.915, -1.134, -1.055)

* ΔE to the lowest compared entry with this formula, charge and spin: 130.1 kcal/mol
* orbital gap: 8.622 eV
* E_HOMO: -9.270 eV
* DFT total energy: -9371.4544 eV
* lowest unoccupied orbital energy: -0.02378 Eh

=====

Entry 5:
A molecular structure, C5H6O2. Source: OMol25; level of theory: ωB97M-V with the def2-TZVPD basis set.

Positions of all 13 atoms, in Å:
O (-0.112, 2.188, -1.250)
C (-0.815, 1.326, -0.773)
C (-0.284, 0.127, -0.074)
C (1.041, 0.286, 0.684)
C (1.047, -0.446, -0.583)
C (-1.264, -0.815, 0.465)
O (-0.810, -1.869, 1.096)
H (-1.920, 1.379, -0.829)
H (1.105, -0.284, 1.606)
H (1.427, 1.301, 0.699)
H (1.115, -1.530, -0.551)
H (1.435, 0.050, -1.468)
H (-1.963, -1.713, 0.979)

* ΔE to the lowest compared entry with this formula, charge and spin: 107.8 kcal/mol
* orbital gap: 9.457 eV
* E_HOMO: -9.064 eV
* DFT total energy: -9372.4202 eV
* lowest unoccupied orbital energy: 0.01447 Eh

=====

Entry 6:
A single C5H6O2 molecule. Source: OMol25; level of theory: ωB97M-V with the def2-TZVPD basis set.

Positions of all 13 atoms, in Å:
C (-1.440, -1.285, 0.002)
C (-0.678, -0.320, 0.851)
O (1.317, -0.793, -0.334)
C (1.843, 0.228, -0.695)
O (1.457, 1.503, -0.541)
C (-0.549, 0.969, 0.623)
C (0.241, 1.873, 0.107)
H (-1.584, -0.910, -1.015)
H (-2.414, -1.437, 0.472)
H (-0.923, -2.249, -0.047)
H (-0.206, -0.725, 1.745)
H (2.790, 0.193, -1.243)
H (0.147, 2.953, 0.076)

* SMILES: CC=C=COC=O
* ΔE to the lowest compared entry with this formula, charge and spin: 60.6 kcal/mol
* orbital gap: 10.106 eV
* E_HOMO: -9.151 eV
* DFT total energy: -9374.4662 eV
* lowest unoccupied orbital energy: 0.03512 Eh

=====

Entry 7:
A molecular structure, C5H6O2 in a non-equilibrium geometry. Source: OMol25; level of theory: ωB97M-V with the def2-TZVPD basis set.

Positions of all 13 atoms, in Å:
C (0.327, 1.205, 0.838)
O (1.207, 0.952, -0.334)
C (0.561, -0.036, -1.133)
C (0.259, -1.363, -0.474)
O (0.392, -1.174, 0.928)
C (-0.502, -0.036, 0.848)
C (-0.816, -0.323, -0.622)
H (-0.362, 2.084, 0.793)
H (0.877, 1.286, 1.793)
H (0.691, 0.001, -2.220)
H (0.356, -2.374, -0.866)
H (-1.256, -0.015, 1.632)
H (-1.734, -0.207, -1.183)

* ΔE to the lowest compared entry with this formula, charge and spin: 70.6 kcal/mol
* orbital gap: 10.036 eV
* E_HOMO: -9.021 eV
* DFT total energy: -9374.0346 eV
* lowest unoccupied orbital energy: 0.03729 Eh

=====

Entry 8:
2 unconnected molecules or ions with the total composition C5H6O2 in a non-equilibrium geometry. Source: OMol25; level of theory: ωB97M-V with the def2-TZVPD basis set.

Positions of all 13 atoms, in Å:
C (-2.844, 0.842, -0.775)
C (-1.995, -0.359, -0.905)
C (-2.529, -0.037, 0.327)
C (-1.172, -1.027, -1.762)
C (0.936, -0.251, 1.467)
O (-2.501, -0.164, 1.524)
O (1.592, 0.235, 0.627)
H (-3.848, 0.850, -1.108)
H (-0.953, -0.774, -2.764)
H (-0.718, -1.928, -1.345)
H (-0.223, -0.004, 1.565)
H (1.387, -1.171, 2.131)
H (-2.220, 1.811, -0.817)

* SMILES: C=C1CC1=O.C=O
* ΔE to the lowest compared entry with this formula, charge and spin: 101.9 kcal/mol
* orbital gap: 9.034 eV
* E_HOMO: -9.682 eV
* DFT total energy: -9372.6785 eV
* lowest unoccupied orbital energy: -0.02379 Eh

=====

Entry 9:
A single C5H6O2 molecule in a non-equilibrium geometry. Source: OMol25; level of theory: ωB97M-V with the def2-TZVPD basis set.

Positions of all 13 atoms, in Å:
O (2.045, -0.759, -0.184)
C (1.253, 0.225, 0.444)
C (-0.028, 0.274, -0.398)
C (-0.496, -1.348, -0.618)
O (-0.765, -2.068, 0.308)
C (-1.081, 1.095, 0.204)
C (-1.989, 1.697, 0.719)
H (1.369, -1.357, -0.535)
H (1.032, -0.012, 1.495)
H (1.786, 1.187, 0.424)
H (0.265, 0.696, -1.374)
H (-0.556, -1.806, -1.647)
H (-2.836, 2.177, 1.161)

* SMILES: C#C[C@H](C=O)CO
* ΔE to the lowest compared entry with this formula, charge and spin: 77.1 kcal/mol
* orbital gap: 10.178 eV
* E_HOMO: -9.996 eV
* DFT total energy: -9373.7507 eV
* lowest unoccupied orbital energy: 0.00671 Eh

=====

Entry 10:
A single C5H6O2 molecule. Source: OMol25; level of theory: ωB97M-V with the def2-TZVPD basis set.

Positions of all 13 atoms, in Å:
O (1.730, -0.599, -1.319)
C (0.855, 0.419, -0.889)
C (-0.367, -0.235, -0.221)
C (0.159, -1.176, 0.889)
O (0.979, -0.825, 1.701)
C (-1.306, 0.737, 0.344)
C (-2.069, 1.534, 0.826)
H (1.950, -1.118, -0.535)
H (1.331, 1.119, -0.189)
H (0.556, 0.975, -1.782)
H (-0.876, -0.840, -0.983)
H (-0.205, -2.224, 0.882)
H (-2.739, 2.235, 1.275)

* SMILES: C#C[C@H](C=O)CO
* ΔE to the lowest compared entry with this formula, charge and spin: 60.1 kcal/mol
* orbital gap: 10.582 eV
* E_HOMO: -10.052 eV
* DFT total energy: -9374.4892 eV
* lowest unoccupied orbital energy: 0.01946 Eh

=====

Entry 11:
A single C5H6O2 molecule. Source: OMol25; level of theory: ωB97M-V with the def2-TZVPD basis set.

Positions of all 13 atoms, in Å:
O (-2.304, -0.356, -0.072)
C (-1.026, -0.817, 0.278)
C (0.057, 0.062, -0.382)
C (0.043, 1.457, 0.237)
O (-0.931, 1.929, 0.778)
C (1.425, -0.461, -0.368)
C (2.581, -0.798, -0.385)
H (-2.374, 0.535, 0.304)
H (-0.875, -0.821, 1.368)
H (-0.940, -1.847, -0.079)
H (-0.251, 0.186, -1.432)
H (0.989, 2.027, 0.172)
H (3.607, -1.095, -0.417)

* SMILES: C#C[C@H](C=O)CO
* ΔE to the lowest compared entry with this formula, charge and spin: 54.8 kcal/mol
* orbital gap: 10.755 eV
* E_HOMO: -10.118 eV
* DFT total energy: -9374.7175 eV
* lowest unoccupied orbital energy: 0.02343 Eh

=====

Entry 12:
A single C5H6O2 molecule. Source: OMol25; level of theory: ωB97M-V with the def2-TZVPD basis set.

Positions of all 13 atoms, in Å:
O (1.963, 0.159, -1.378)
C (0.927, 0.083, -0.752)
C (-0.385, -0.105, -1.488)
O (-1.577, 0.365, -0.788)
C (-1.756, 0.398, 0.507)
C (-0.557, -0.068, 1.311)
C (0.862, 0.144, 0.756)
H (-0.527, -1.175, -1.693)
H (-0.353, 0.439, -2.437)
H (1.260, 1.124, 1.050)
H (-0.771, -1.141, 1.466)
H (-0.651, 0.382, 2.304)
H (1.565, -0.605, 1.144)

* ΔE to the lowest compared entry with this formula, charge and spin: 69.5 kcal/mol
* orbital gap: 9.110 eV
* E_HOMO: -8.509 eV
* DFT total energy: -9374.0833 eV
* lowest unoccupied orbital energy: 0.02206 Eh